Density functional theory data (wB97M-V/def2-TZVPD) for a structure of composition C28H23HfN2O5PS3.

Molecular weight (u): 773.2
HOMO energy (eV): -13.02
Frontier orbital gap (eV): 6.076
Largest force on an atom (eV/Å): 0.91
Net charge: +2
Energy above the lowest of the compared OMol25 structures with the same formula, charge and spin (kcal/mol): 6.1
LUMO energy (hartree): -0.2552

Element x y z (Å)
1 Hf -0.11718 1.44558 0.22576
2 S 4.46374 1.18591 -1.20676
3 S 2.08693 1.04830 -2.93600
4 S -2.08465 2.72067 -1.19258
5 P -1.66823 -0.62449 -0.41439
6 O -2.01050 2.39368 0.30321
7 O -2.55127 4.00665 -1.51863
8 O 0.76763 1.37901 2.01506
9 O 0.87622 1.87468 4.65627
10 O -0.61719 2.44372 -1.55822
11 N 1.96817 1.08700 -0.29448
12 N 2.76599 1.11147 0.89295
13 C 2.84351 1.48962 3.25410
14 C 3.61110 1.62094 -3.74968
15 C -3.98322 -1.18642 2.84641
16 C 2.98669 1.99865 5.61640
17 C 2.20891 1.77941 4.47590
18 C -2.96534 -2.76053 0.77923
19 C -2.79982 0.07243 -1.67546
20 C -2.65099 -1.40326 0.85907
21 C 5.00310 1.61114 4.35271
22 C -4.56187 -0.43416 -3.26229
23 C 1.27180 -3.52105 -2.36850
24 C 1.11886 -3.48443 -0.98703
25 C -3.99678 1.85758 -2.82885
26 C -3.03228 1.43578 -1.93265
27 C -0.41849 -1.82915 -2.61847
28 C -0.58494 -1.80209 -1.23560
29 C 4.77169 1.01082 -2.99138
30 C 0.19643 -2.62619 -0.41652
31 C 0.50883 -2.69511 -3.17950
32 C -3.59088 -0.84598 -2.35196
33 C -4.76950 0.91014 -3.49750
34 C -4.29706 -2.53755 2.76701
35 C 4.35815 1.91618 5.55504
36 C -3.15820 -0.61445 1.89272
37 C 2.76237 1.09579 -1.35192
38 C -3.79052 -3.32213 1.73922
39 C 2.13678 1.28876 2.00197
40 C 4.25227 1.40351 3.22672
41 H -4.14995 2.91355 -3.00431
42 H 3.57934 1.28518 -4.78437
43 H 4.73772 1.16854 2.29096
44 H 0.07541 -2.61361 0.66129
45 H 1.98559 -4.20241 -2.81113
46 H 0.42162 1.68681 3.82908
47 H -2.93051 0.44422 1.95451
48 H 0.62649 -2.73097 -4.25381
49 H -3.46497 -1.90647 -2.16936
50 H -4.93963 -2.98319 3.51425
51 H 1.71241 -4.13189 -0.35672
52 H -5.52930 1.23408 -4.19469
53 H -5.15647 -1.17695 -3.77618
54 H 5.70627 1.52367 -3.21384
55 H -4.03750 -4.37356 1.68893
56 H 2.47444 2.22876 6.53993
57 H 4.88617 -0.04840 -3.21999
58 H 3.62801 2.70943 -3.72323
59 H -4.37935 -0.58188 3.65032
60 H 4.93891 2.08750 6.45140
61 H -2.56374 -3.37932 -0.01398
62 H -1.01151 -1.19433 -3.26457
63 H 6.08032 1.54084 4.31412

Density functional theory data (wB97M-V/def2-TZVPD) for a structure of composition C28H23IN2O5Ti.

Molecular weight (u): 642.3
HOMO energy (eV): -14.55
Frontier orbital gap (eV): 5.962
Largest force on an atom (eV/Å): 1.68
Net charge: +2
Energy above the lowest of the compared OMol25 structures with the same formula, charge and spin (kcal/mol): 2.6
LUMO energy (hartree): -0.3158

Element x y z (Å)
1 I -1.63720 15.59662 8.28264
2 Ti -4.53437 15.42455 7.80364
3 O -5.40866 16.14174 9.23054
4 O -6.30379 15.58482 6.83734
5 O -5.41652 12.09578 12.63895
6 O -4.22393 14.87724 6.09732
7 O -4.91588 14.40651 3.95781
8 N -7.76897 16.03875 11.92157
9 N -4.16437 13.83310 9.02793
10 C -10.12578 15.18521 3.85983
11 C -3.32421 11.55710 8.47156
12 C -6.72692 13.87587 11.71216
13 C -5.06204 14.93900 5.00798
14 C -9.83364 16.43265 4.41383
15 C -7.92141 14.41997 4.31499
16 C -5.39238 17.70844 3.92460
17 C -9.18922 14.16843 3.83145
18 C -7.58300 15.69062 4.78513
19 C -6.70686 12.43096 12.22282
20 C -7.61236 14.75459 12.30251
21 C -5.13089 18.07995 6.29065
22 C -4.76942 18.93215 3.68195
23 C -4.31136 19.71479 4.73984
24 C -7.07240 16.49470 10.89096
25 C -1.05764 12.66264 7.36715
26 C -2.35236 10.73623 7.89827
27 C -5.55317 17.28142 5.21869
28 C -3.15054 12.93305 8.53073
29 C -6.22416 15.90944 5.37952
30 C -6.16818 15.64436 10.20118
31 C -4.50756 19.27702 6.07184
32 C -1.98063 13.46374 8.01349
33 C -7.06483 17.94904 10.50550
34 C -1.21916 11.28012 7.30559
35 C -4.87641 13.52985 10.08839
36 C -8.54339 16.71606 4.83462
37 C -5.97494 14.30294 10.60794
38 H -7.14383 15.89624 7.22498
39 H -8.05562 18.19286 10.09299
40 H -4.75090 19.29580 2.66536
41 H -7.41276 12.31864 13.03530
42 H -8.31652 17.73099 5.17417
43 H -5.44820 17.78046 7.29702
44 H -6.28465 18.14720 9.76333
45 H -10.61392 17.20845 4.39735
46 H -8.27542 14.43725 13.08912
47 H -2.52004 9.68091 7.90363
48 H -9.49027 13.21852 3.41505
49 H -4.20900 11.08381 8.83508
50 H -11.13316 14.99654 3.49865
51 H -5.78307 17.19949 3.05734
52 H -0.16681 13.12488 6.91948
53 H -7.07984 11.74636 11.42199
54 H -7.19604 13.63763 4.27613
55 H -3.94859 20.72695 4.58080
56 H -4.34110 19.92472 6.91088
57 H -5.40699 11.21335 13.04175
58 H -0.46505 10.68234 6.84905
59 H -4.66376 12.63792 10.63920
60 H -6.92740 18.54015 11.39666

Density functional theory data (wB97M-V/def2-TZVPD) for a structure of composition C28H23N9O5RhS.

Molecular weight (u): 700.5
HOMO energy (spin up / spin down) (eV): -7.78 / -10.66
Multiplicity: 5
Frontier orbital gap (spin up / spin down) (eV): 4.821 / 4.892
Expectation value of S²: 6.063
Largest force on an atom (eV/Å): 0.62
Net charge: +1
LUMO energy (spin up / spin down) (hartree): -0.1089 / -0.2120

Element x y z (Å)
1 Rh 1.67120 -0.27065 2.53504
2 S 3.45744 -0.39225 1.19489
3 O 3.92585 0.93053 5.54152
4 O -5.43264 0.35854 -8.16301
5 O 2.59703 1.01682 3.77888
6 O 0.86992 -2.93212 5.60803
7 O 2.11101 -2.35040 3.95098
8 N -0.71575 0.76106 5.27613
9 N 0.67899 1.28821 1.27677
10 N -0.69398 -1.15090 6.52169
11 N 0.53676 -0.96805 4.48319
12 N -0.21108 1.54296 4.23360
13 N 1.17955 -2.15294 4.72145
14 N -2.11403 -0.99178 -2.84771
15 N -2.04728 1.25040 -2.79722
16 N 0.55714 -1.38576 1.23463
17 C 0.77596 2.61667 1.32059
18 C 4.87310 -0.01429 2.11701
19 C -0.67430 1.54977 -0.71140
20 C -1.42258 -0.60242 -1.78253
21 C -0.77906 -1.42402 -0.78417
22 C -3.25898 0.19481 -4.67567
23 C -0.55816 2.92181 -0.62862
24 C -5.87195 -0.82522 -8.84008
25 C 6.17546 0.58845 4.04243
26 C -4.73390 0.23315 -7.03615
27 C -3.65593 -1.00440 -5.28867
28 C 4.92539 0.41421 3.46503
29 C 7.29643 -0.02170 2.00377
30 C -0.09049 -0.70395 0.23961
31 C -0.03623 0.70911 0.26955
32 C -1.35743 0.83140 -1.71617
33 C -0.09113 -3.47340 0.23182
34 C 7.34854 0.37882 3.33195
35 C -3.62153 1.42068 -5.27510
36 C 0.55220 -2.74337 1.18885
37 C -2.49957 0.13386 -3.47609
38 C 0.18584 3.48420 0.41673
39 C -0.78638 -2.78800 -0.79435
40 C 3.74626 0.78015 4.35129
41 C -0.28550 -0.50211 5.43332
42 C -4.34496 1.44270 -6.43230
43 C -4.38494 -0.99412 -6.45559
44 C 6.06951 -0.22248 1.40642
45 H -1.23739 -0.68441 7.22547
46 H -3.37571 -1.94166 -4.82764
47 H -4.67686 -1.92701 -6.91110
48 H 1.10502 -3.23163 1.98031
49 H 6.01052 -0.55983 0.37936
50 H -3.33382 2.36649 -4.83252
51 H 8.30493 0.52803 3.81625
52 H 1.38250 3.00175 2.13523
53 H 0.31797 4.55044 0.51284
54 H -2.20405 2.20692 -3.06334
55 H -1.02906 3.56185 -1.36639
56 H 0.72701 1.88168 4.44321
57 H 8.20611 -0.18653 1.44202
58 H -0.35191 -2.08952 6.67015
59 H -1.30839 -3.31809 -1.57990
60 H -6.41860 -0.48059 -9.70988
61 H -1.08664 1.21557 6.09859
62 H 6.20045 0.90220 5.07674
63 H -0.05446 -4.55135 0.26869
64 H -0.86523 2.28433 4.03145
65 H -6.53049 -1.41029 -8.19873
66 H -5.01755 -1.42397 -9.15484
67 H -4.63014 2.37159 -6.90626